Molecular formula: C3H7O2S
Method: DFT, ωB97M-V/def2-TZVPD

Output
HOMO-LUMO gap = 7.0 eV
Relative energy (zero: lowest compared OMol25 entry of this formula, charge and spin) = 107.0 kJ/mol
DFT total energy = -667.20254 Eh
Charge = -1

Last columns: bonded neighbours and bond lengths (Å).
Geometry (Å):
1 S -0.58 -1.25 2.03  C5 1.857, H12 1.326
2 O -1.22 1.07 -1.57  C4 1.250
3 O -1.34 0.64 -3.80  C4 1.269
4 C -1.60 0.44 -2.58  O2 1.250, O3 1.269, H11 1.108
5 C 0.97 -0.68 1.18  S1 1.857, C6 1.490, H8 1.101, H9 1.089
6 C 1.07 0.81 1.18  C5 1.490, H7 1.102, H10 1.100, H13 1.088
7 H 0.15 1.18 0.70  C6 1.102
8 H 1.84 -1.24 1.55  C5 1.101
9 H 0.77 -1.10 0.19  C5 1.089
10 H 0.97 1.29 2.16  C6 1.100
11 H -1.85 -0.64 -2.46  C4 1.108
12 H -1.07 -1.64 0.86  S1 1.326
13 H 1.91 1.14 0.57  C6 1.088